Record 1
This record from OMol25 describes 4 unconnected molecules or ions with the total composition C25H35NO11S2. The level of theory is ωB97M-V/def2-TZVPD.

SMILES = O=[SH](=O)Cc1cccc2c1Sc1ccccc1N2.CCOC(=O)OC.CCOC(=O)OC.CCOC(=O)OC
DFT total energy = -2652.43259 hartree
HOMO-LUMO gap = 0.3232 hartree

Structure (XYZ):
```
74
Properties=species:S:1:pos:R:3:forces:R:3
O -3.1694 1.4677 1.0969 0.1 0.1 -0.2
S -2.4828 2.1771 2.1371 -0.1 -0.4 0.4
O -2.9640 2.0923 3.4890 0.1 0.1 0.0
C -0.7416 1.7503 2.1384 0.0 0.4 0.1
C -0.0181 2.7407 3.0039 0.3 0.2 -0.2
C 0.1955 2.4902 4.3533 0.1 0.3 -0.2
C 0.8530 3.4345 5.1259 0.0 0.0 0.1
C 1.3017 4.6256 4.5803 -0.1 -0.1 -0.4
C 1.1059 4.8872 3.2292 0.0 -0.4 0.1
C 0.4415 3.9372 2.4498 0.0 0.3 -0.2
S 0.2442 4.3138 0.7186 0.0 0.0 0.0
C -0.0887 6.0522 0.8742 0.1 -0.3 0.2
C -1.0234 6.6803 0.0611 0.3 0.1 0.3
C -1.2161 8.0508 0.1771 0.1 -0.2 0.1
C -0.4877 8.7651 1.1231 0.0 -0.1 0.0
C 0.4271 8.1308 1.9514 -0.1 -0.3 -0.2
C 0.6407 6.7594 1.8287 -0.2 0.3 -0.3
N 1.5702 6.0769 2.6364 -0.3 0.0 0.2
H -2.4075 3.4917 1.8052 0.0 0.0 0.0
H -0.6434 0.7420 2.5242 -0.2 -0.2 0.0
H -0.4057 1.7812 1.1079 0.0 -0.1 -0.2
H -0.1767 1.5693 4.7683 0.0 -0.1 0.2
H 1.0156 3.2697 6.1789 0.0 -0.2 0.1
H 1.8142 5.3591 5.1841 0.0 0.1 0.2
H -1.5622 6.0756 -0.6495 -0.2 0.0 -0.2
H -1.9373 8.5365 -0.4590 -0.1 0.2 0.0
H -0.6376 9.8275 1.2360 0.0 0.1 0.0
H 0.9883 8.6902 2.6840 0.0 0.1 0.1
H 1.9767 6.6883 3.3282 0.1 0.1 0.0
C 0.6698 -0.6219 -0.7713 0.2 -0.1 0.1
C 0.5438 0.2181 -2.0220 -0.4 -0.1 0.1
O 1.7656 0.9022 -2.3449 0.0 0.1 -0.1
C 2.6994 0.1578 -2.9290 -0.1 0.1 0.0
O 2.6313 -1.0251 -3.1467 0.0 -0.1 -0.1
O 3.7256 0.9468 -3.2434 0.0 0.0 0.0
C 4.8257 0.2698 -3.8548 0.2 0.0 -0.1
H 1.0339 -0.0223 0.0650 -0.1 0.0 0.0
H -0.2985 -1.0466 -0.5044 0.0 0.0 0.0
H 1.3759 -1.4394 -0.9173 0.0 0.0 0.0
H -0.1936 1.0067 -1.8813 0.1 0.1 0.0
H 0.2240 -0.3871 -2.8698 0.1 0.0 0.0
H 4.4978 -0.3077 -4.7161 0.0 -0.1 0.0
H 5.3154 -0.3824 -3.1334 0.0 -0.1 0.0
H 5.5188 1.0417 -4.1759 -0.1 0.1 0.1
C -3.9916 -4.3411 -5.0177 0.2 0.1 -0.1
C -3.3651 -5.4084 -4.1465 -0.4 0.0 0.0
O -1.9547 -5.5227 -4.3850 0.1 0.0 0.0
C -1.1986 -4.6104 -3.7772 0.1 -0.3 0.1
O -1.5886 -3.7498 -3.0293 0.0 0.2 0.0
O 0.0724 -4.8447 -4.0951 -0.1 0.0 0.0
C 0.9954 -3.9114 -3.5253 0.3 0.1 0.0
H -3.7607 -4.5239 -6.0679 -0.1 -0.1 0.0
H -5.0742 -4.3387 -4.8922 0.0 0.0 0.0
H -3.6127 -3.3533 -4.7578 0.0 0.0 0.1
H -3.7751 -6.3872 -4.3880 0.1 0.0 0.0
H -3.5470 -5.2187 -3.0891 0.1 0.1 0.0
H 0.8472 -3.8271 -2.4513 0.0 0.0 -0.1
H 0.8894 -2.9347 -3.9923 0.0 0.0 0.1
H 1.9919 -4.2943 -3.7229 -0.1 -0.1 -0.1
C -1.6736 -4.5337 0.2799 -0.1 -0.1 0.2
C -0.1657 -4.4653 0.1720 -0.3 0.0 -0.4
O 0.4293 -3.9996 1.3932 0.1 0.0 0.1
C 0.5636 -4.9162 2.3488 0.2 0.0 -0.1
O 0.2777 -6.0815 2.2643 -0.1 0.0 0.1
O 1.1114 -4.3254 3.4125 0.0 0.0 0.1
C 1.3011 -5.1922 4.5326 0.1 0.0 0.2
H -2.0758 -3.5728 0.6036 0.0 0.0 -0.1
H -2.1094 -4.7867 -0.6866 0.1 0.1 0.0
H -1.9789 -5.2863 1.0064 0.0 0.0 0.0
H 0.1194 -3.7361 -0.5845 0.0 0.1 0.2
H 0.2589 -5.4281 -0.1111 0.0 0.0 0.1
H 1.8569 -6.0822 4.2466 -0.1 0.0 0.0
H 0.3396 -5.4749 4.9582 0.0 -0.1 0.0
H 1.8702 -4.6262 5.2644 0.0 0.1 -0.1
```
Forces are in eV/Å.

***

Record 2
This record from OMol25 describes a molecular structure, C25H36BN8NiPSTe in a non-equilibrium geometry. The level of theory is ωB97M-V/def2-TZVPD.

multiplicity = 4
DFT total energy = -3952.86290 hartree
net charge = +1
energy relative to the best compared isomer or geometry (same formula, charge and spin) = 0.155 eV
HOMO-LUMO gap (alpha / beta) = 0.3380 / 0.2397 hartree

Structure (XYZ):
```
74
Properties=species:S:1:pos:R:3:forces:R:3
Ni 0.3230 -0.0944 0.4953 0.7 0.7 0.3
C 2.1624 2.7735 -2.2887 -0.1 0.4 0.5
C 1.6151 2.6276 -0.9981 0.1 0.9 -0.4
N 1.5279 1.3270 -0.6925 0.0 0.6 0.0
N 2.0662 0.6869 -1.7486 0.0 -1.6 0.7
C 2.4410 1.5030 -2.7089 -0.3 0.4 -1.1
B 2.4315 -0.8124 -1.6875 0.6 0.0 0.8
N 2.9840 -1.0553 -0.1940 0.7 0.1 -1.5
C 4.2023 -1.4653 0.2254 -0.6 0.1 0.4
C 4.1829 -1.4796 1.6002 0.5 0.0 0.9
C 2.9088 -1.0314 1.9520 0.5 -0.3 0.2
N 2.2393 -0.7557 0.8489 -1.8 -0.2 0.7
N 1.1516 -1.6103 -1.8678 -0.2 -0.6 0.0
C 0.7322 -2.4987 -2.8012 1.4 0.4 -0.5
C -0.5599 -2.8281 -2.5308 -0.2 -0.1 0.5
C -0.8589 -2.1498 -1.3732 0.1 0.5 1.3
N 0.1681 -1.3974 -0.9530 -0.6 -0.8 -1.3
N 3.5286 -1.1101 -2.6860 -1.2 -0.4 0.4
C 4.6652 -0.4307 -2.8897 0.1 0.3 0.7
C 5.3298 -1.0022 -3.9181 0.6 -0.1 -0.4
C 4.4940 -2.0761 -4.3150 0.6 -0.2 -0.6
N 3.4210 -2.1295 -3.5607 0.0 -0.3 -0.3
H 2.3384 3.6474 -2.8640 0.0 0.7 -0.1
H 1.3130 3.4755 -0.3437 0.2 -1.2 -0.5
H 2.7703 1.0965 -3.6678 0.1 0.4 0.5
H 4.9900 -1.7063 -0.4395 0.4 -0.2 -0.6
H 4.9776 -1.7196 2.3052 -0.2 0.0 -0.5
H 2.4452 -0.9710 2.9314 0.3 0.2 -0.2
H 1.4536 -2.8200 -3.5630 -0.7 0.3 0.5
H -1.2040 -3.5014 -3.0177 -0.4 -0.6 -0.6
H -1.7084 -2.2549 -0.7268 -0.4 0.2 -0.1
H 4.9021 0.3782 -2.2347 0.3 0.4 0.1
H 6.2975 -0.6583 -4.2440 -0.1 -0.3 -0.4
H 4.6427 -2.8042 -5.1227 -0.1 0.4 0.5
C -1.7404 3.5809 2.5557 -3.0 1.7 0.2
C -1.1457 2.2526 2.3351 1.5 -0.5 0.2
C 0.3857 2.3777 2.4634 0.2 -1.1 -1.2
P -1.5094 1.4476 0.7569 0.4 0.0 -1.4
C -1.6268 2.6994 -0.6185 0.3 0.7 -0.8
C -2.8327 3.6884 -0.6178 0.3 -1.1 1.3
C -1.4383 1.9617 -1.9688 -0.2 0.1 -0.4
C -3.2316 0.9831 0.9173 -0.2 -1.4 1.7
C -3.5276 0.1967 2.2246 -1.7 -1.5 -1.1
C -3.7897 0.1435 -0.2042 -0.1 0.2 0.0
H -1.5477 3.9842 3.5525 0.1 -0.2 0.0
H -2.8921 3.6093 2.4455 1.7 -0.3 0.3
H -1.4071 4.3398 1.8427 0.3 -0.2 0.0
H -1.4956 1.5034 3.0417 0.0 0.2 0.4
H 0.7375 2.9903 1.6172 0.1 0.1 0.7
H 0.8901 1.3944 2.2942 -0.2 0.4 0.2
H 0.7502 2.7251 3.4196 -0.1 0.4 0.2
H -0.7266 3.3617 -0.5750 -0.6 -0.6 0.4
H -3.8024 3.2304 -0.7998 0.1 -0.2 -0.5
H -2.6308 4.4909 -1.2945 0.0 0.4 -0.6
H -2.9354 4.1112 0.3804 0.0 0.3 -0.1
H -2.2266 1.2737 -2.2979 -0.1 0.2 0.5
H -0.5326 1.3722 -1.9108 0.2 -0.1 -0.2
H -1.3332 2.6660 -2.8104 0.1 0.0 0.4
H -3.7116 1.9196 1.0503 -0.8 0.9 -0.3
H -3.3111 -0.8915 2.0712 0.1 0.8 0.1
H -4.6521 0.1992 2.3674 1.2 0.2 0.1
H -3.0493 0.4982 3.1262 0.2 0.4 0.6
H -3.1646 -0.7206 -0.3598 0.2 -0.4 -0.1
H -3.8614 0.6746 -1.1227 0.0 0.4 -0.8
H -4.7904 -0.1865 0.0420 -0.2 -0.2 0.1
Te -0.3364 -1.6194 2.8055 0.4 0.6 0.0
C -1.4312 -3.3008 2.8086 0.0 -0.5 0.5
C -1.4254 -4.1376 3.9210 -0.6 0.1 -0.4
C -2.3569 -5.1804 3.7996 0.2 -0.3 -0.1
C -2.9986 -5.1911 2.6039 0.0 1.2 -0.8
S -2.5235 -3.8532 1.5978 0.0 -0.6 0.7
H -0.8449 -4.0169 4.8184 0.3 0.3 0.0
H -2.5247 -5.9164 4.5588 -0.1 -0.2 0.2
H -3.7831 -5.8140 2.2419 -0.3 -0.5 0.0
```
Forces are in eV/Å.

***

Record 3
This record from OMol25 describes a molecular structure, C25H36CaF4N3O2 in a non-equilibrium geometry. The level of theory is ωB97M-V/def2-TZVPD.

DFT total energy = -2366.19527 hartree
net charge = -1
energy relative to the best compared isomer or geometry (same formula, charge and spin) = 1.287 eV
HOMO-LUMO gap = 0.2522 hartree

Structure (XYZ):
```
71
Properties=species:S:1:pos:R:3:forces:R:3
Ca -0.5604 0.4300 0.1463 1.1 2.0 -0.4
C -1.8150 1.1404 -3.7732 0.1 -0.1 0.0
C -0.5203 0.3639 -3.5775 0.0 0.1 -0.1
N -0.5519 -0.5461 -2.4304 0.0 0.0 0.2
C -1.6867 -1.4844 -2.5248 0.0 -0.2 -0.1
C -1.6878 -2.4364 -3.7247 0.0 0.2 0.1
C 0.7421 -1.2296 -2.3139 0.1 -0.1 0.1
C 0.9090 -2.0477 -1.0404 0.0 0.0 0.1
N 1.0749 -1.1780 0.1129 0.4 -0.2 -0.2
C 1.2651 -1.7275 1.3061 0.2 -0.3 0.3
C 1.4053 -0.8716 2.4362 0.0 0.1 -0.1
F 1.3746 0.4727 2.2019 -0.1 0.0 -0.1
C 1.5469 -1.2997 3.7275 0.0 -0.1 0.0
F 1.6235 -0.3807 4.7136 0.0 0.1 0.0
C 1.6099 -2.6436 4.0525 0.0 0.0 -0.1
C 1.5245 -3.5154 2.9810 0.0 0.1 0.2
F 1.5937 -4.8387 3.2296 0.0 -0.1 -0.1
C 1.3694 -3.1049 1.6769 -0.1 0.1 0.0
F 1.3111 -4.0867 0.7419 0.0 0.0 -0.1
H -1.6417 1.9491 -4.4828 0.0 0.0 0.0
H -2.1313 1.5779 -2.8262 -0.1 0.1 0.0
H -2.6153 0.5135 -4.1691 0.0 0.0 0.0
H 0.2983 1.0700 -3.4133 0.0 0.0 0.0
H -0.2881 -0.1886 -4.5019 0.1 0.0 0.0
H -2.6020 -0.8947 -2.5355 0.0 0.0 0.1
H -1.7337 -2.0614 -1.6101 -0.1 0.0 0.1
H -1.6689 -1.9084 -4.6806 0.0 0.0 0.0
H -2.6035 -3.0269 -3.6857 0.0 0.0 0.0
H -0.8443 -3.1274 -3.6917 0.0 0.0 -0.1
H 1.5235 -0.4635 -2.3237 0.0 0.0 0.0
H 0.9229 -1.8850 -3.1799 0.0 0.0 0.0
H 1.7831 -2.6919 -1.1828 0.0 0.0 -0.1
H 0.0402 -2.7027 -0.9111 0.1 -0.1 -0.1
H 1.7146 -2.9907 5.0680 0.0 0.0 0.0
C -1.9700 3.3047 0.0713 0.1 -0.3 0.2
C -2.0308 3.7034 -1.2618 0.0 -0.1 -0.1
C -0.7108 3.6803 -1.7938 -0.1 -0.1 -0.2
C 0.1472 3.2363 -0.7960 0.2 -0.3 0.4
C -0.6146 2.9717 0.3942 0.1 1.2 0.0
C -0.0087 3.2745 1.7550 -0.1 -0.2 -0.1
C 1.6474 3.1387 -0.8915 -0.2 0.1 0.0
C -0.2805 4.0991 -3.1722 -0.1 0.0 0.1
C -3.3034 4.0318 -1.9932 0.1 0.0 0.1
C -3.1470 3.2799 1.0100 0.2 0.0 -0.2
H 0.0466 4.3609 1.9017 0.0 0.0 0.1
H 1.0061 2.8823 1.8450 0.0 0.0 0.1
H -0.5874 2.8672 2.5872 0.0 0.0 0.0
H 2.1373 4.0778 -0.6055 0.1 0.0 0.0
H 1.9646 2.9067 -1.9119 0.0 0.0 0.0
H 2.0343 2.3534 -0.2362 0.1 0.0 0.0
H -1.1375 4.2475 -3.8313 0.0 0.0 0.0
H 0.3768 3.3593 -3.6406 0.0 0.0 0.0
H 0.2744 5.0429 -3.1417 0.0 0.0 -0.1
H -3.7957 4.9105 -1.5621 -0.1 0.0 0.0
H -4.0181 3.2039 -1.9460 0.0 0.0 0.0
H -3.1201 4.2468 -3.0473 0.0 0.0 0.0
H -3.7934 4.1448 0.8375 -0.1 0.0 0.0
H -2.8256 3.3196 2.0542 0.0 0.0 0.0
H -3.7662 2.3844 0.8738 -0.1 0.0 0.1
N -1.6164 0.5009 2.7172 0.1 0.2 -0.1
C -2.3882 -0.6658 3.1575 -0.1 0.0 0.0
C -3.5270 -0.9878 2.1928 0.4 0.0 -0.2
C -3.0589 -1.4085 0.7847 -0.6 -0.3 0.2
O -3.8241 -2.0725 0.0885 0.1 0.1 0.1
O -1.8921 -1.0084 0.4538 -1.8 -1.8 0.0
H -0.8975 0.7400 3.3901 0.0 0.0 0.0
H -2.2253 1.3063 2.6122 0.0 0.0 0.1
H -2.8136 -0.5122 4.1586 0.0 -0.1 0.0
H -1.7088 -1.5200 3.2128 0.0 0.0 0.0
H -4.1667 -0.1070 2.0675 0.0 0.0 0.0
H -4.1453 -1.7891 2.5945 -0.1 0.0 0.0
```
Forces are in eV/Å.

***

Among the records above, which one has the lowest DFT total energy?
C25H36BN8NiPSTe